[1]
{"formula": "C36H62Cl40O4", "method": "ωB97M-V/def2-TZVPD", "species": ["C", "O", "C", "C", "C", "C", "C", "C", "C", "C", "C", "C", "C", "C", "Cl", "C", "C", "Cl", "C", "O", "O", "C", "O", "H", "H", "H", "H", "H", "H", "H", "H", "H", "H", "H", "H", "H", "H", "H", "H", "H", "H", "H", "H", "H", "H", "H", "H", "C", "Cl", "Cl", "H", "H", "C", "Cl", "Cl", "H", "H", "C", "Cl", "Cl", "H", "H", "C", "Cl", "Cl", "H", "H", "C", "Cl", "Cl", "H", "H", "C", "Cl", "Cl", "H", "H", "C", "Cl", "Cl", "H", "H", "C", "Cl", "Cl", "H", "H", "C", "Cl", "Cl", "H", "H", "C", "Cl", "Cl", "H", "H", "C", "Cl", "Cl", "H", "H", "C", "Cl", "Cl", "H", "H", "C", "Cl", "Cl", "H", "H", "C", "Cl", "Cl", "H", "H", "C", "Cl", "Cl", "H", "H", "C", "Cl", "Cl", "H", "H", "C", "Cl", "Cl", "H", "H", "C", "Cl", "Cl", "H", "H", "C", "Cl", "Cl", "H", "H"], "positions_angstrom": [[4.823, -3.986, 1.581], [4.059, -4.007, 0.400], [4.702, -4.808, -0.591], [4.921, -4.108, -1.912], [5.351, -2.662, -1.807], [4.614, -1.806, -2.831], [3.144, -1.640, -2.484], [2.851, -0.617, -1.411], [1.444, -0.866, -0.863], [1.401, -2.061, 0.082], [-0.011, -2.628, 0.260], [-0.273, -3.910, -0.433], [-1.416, -4.537, -0.509], [-2.721, -4.210, 0.016], [-3.331, -5.247, 1.246], [-3.395, -3.191, -0.434], [-2.984, -2.256, -1.495], [-4.962, -2.884, 0.248], [-1.212, -5.811, -1.292], [-1.913, -6.387, -2.001], [0.120, -6.098, -1.030], [0.682, -4.829, -1.166], [1.632, -4.629, -1.789], [4.241, -3.676, 2.435], [5.657, -3.295, 1.473], [5.225, -4.965, 1.817], [5.673, -5.107, -0.209], [4.127, -5.720, -0.704], [5.641, -4.696, -2.457], [4.022, -4.127, -2.511], [6.411, -2.565, -2.011], [5.151, -2.248, -0.829], [5.103, -0.851, -2.982], [4.651, -2.341, -3.774], [2.527, -1.453, -3.350], [2.816, -2.595, -2.095], [3.568, -0.640, -0.602], [2.876, 0.366, -1.865], [0.779, -1.050, -1.703], [1.146, 0.023, -0.333], [1.721, -1.684, 1.040], [2.101, -2.834, -0.187], [-0.223, -2.765, 1.311], [-0.720, -1.902, -0.109], [-1.959, -2.373, -1.777], [-3.628, -2.399, -2.347], [-3.125, -1.245, -1.140], [-7.921, -1.653, -2.317], [-8.338, 0.036, -2.012], [-6.495, -1.800, -3.354], [-7.713, -2.138, -1.371], [-8.759, -2.135, -2.808], [6.009, 2.176, 4.154], [4.335, 1.627, 4.011], [6.268, 3.724, 3.338], [6.247, 2.290, 5.205], [6.656, 1.431, 3.704], [-9.210, -0.349, -5.491], [-10.715, -1.178, -5.072], [-9.436, 0.744, -6.865], [-8.878, 0.227, -4.635], [-8.463, -1.089, -5.753], [-8.841, 3.280, 0.196], [-7.170, 3.766, 0.506], [-9.177, 3.138, -1.529], [-9.016, 2.319, 0.660], [-9.503, 4.025, 0.621], [7.068, -5.242, -5.668], [6.300, -3.704, -6.063], [7.705, -5.249, -4.017], [6.333, -6.032, -5.761], [7.887, -5.408, -6.357], [8.199, 6.989, 3.300], [7.127, 6.307, 2.077], [7.332, 7.360, 4.798], [8.978, 6.269, 3.521], [8.632, 7.903, 2.915], [3.608, -0.425, 7.381], [5.247, 0.232, 7.286], [3.168, -1.296, 5.912], [3.557, -1.111, 8.218], [2.913, 0.393, 7.524], [6.750, 10.149, 7.126], [6.446, 11.335, 5.850], [5.941, 10.596, 8.632], [6.377, 9.186, 6.803], [7.816, 10.094, 7.304], [-8.155, 7.465, 2.634], [-6.796, 7.408, 1.509], [-9.451, 6.352, 2.168], [-7.802, 7.189, 3.620], [-8.554, 8.472, 2.647], [1.054, -4.459, 6.897], [1.645, -3.204, 8.000], [2.371, -5.361, 6.131], [0.464, -5.148, 7.488], [0.444, -4.015, 6.119], [-7.883, 4.434, -7.679], [-6.365, 4.731, -6.822], [-7.915, 5.246, -9.254], [-7.991, 3.368, -7.835], [-8.702, 4.813, -7.075], [-11.246, 3.189, 3.639], [-9.885, 2.193, 3.121], [-11.821, 4.279, 2.366], [-12.061, 2.535, 3.926], [-10.930, 3.787, 4.485], [4.450, 13.365, 2.991], [4.569, 12.880, 1.296], [2.810, 13.872, 3.410], [4.722, 12.521, 3.614], [5.126, 14.192, 3.166], [9.892, -2.601, -7.985], [8.885, -3.811, -8.800], [9.066, -1.871, -6.610], [10.792, -3.085, -7.630], [10.141, -1.823, -8.696], [12.394, -1.202, -4.200], [12.624, -2.214, -5.632], [10.692, -0.853, -3.877], [12.807, -1.722, -3.345], [12.915, -0.265, -4.355], [-3.523, -8.137, 4.065], [-4.440, -6.675, 3.686], [-2.736, -8.028, 5.645], [-4.202, -8.980, 4.072], [-2.762, -8.274, 3.306], [-13.463, 1.181, 0.599], [-12.051, 2.014, -0.056], [-13.853, -0.277, -0.321], [-13.256, 0.898, 1.624], [-14.311, 1.853, 0.561], [-10.582, 6.609, -5.147], [-10.384, 4.883, -5.488], [-9.577, 7.124, -3.791], [-10.296, 7.171, -6.028], [-11.620, 6.795, -4.903], [4.865, -6.757, 4.166], [6.442, -6.083, 3.754], [4.357, -7.969, 2.985], [4.904, -7.220, 5.144], [4.162, -5.922, 4.176]], "mulliken_charge": [-0.92, 0.01, -1.31, 0.16, -0.46, -1.26, 0.53, -1.01, -0.88, 0.60, -0.73, 0.10, 1.22, -0.62, -0.08, 0.82, -1.25, -0.25, 0.14, -0.50, -0.34, 0.11, -0.43, 0.35, 0.33, 0.12, 0.66, 0.26, 0.04, 0.22, 0.50, 0.15, 0.42, 0.21, 0.51, -0.46, 0.30, 0.50, 0.29, 0.48, 0.55, -0.62, 0.35, 0.25, 0.26, 0.23, 0.36, -0.33, -0.04, -0.16, 0.25, 0.30, -0.29, -0.15, -0.10, 0.21, 0.31, 0.04, -0.16, -0.17, 0.02, 0.26, 0.09, -0.17, -0.15, 0.18, 0.01, -0.25, -0.14, -0.16, 0.33, 0.22, -0.28, -0.16, -0.11, 0.27, 0.29, -0.33, -0.16, -0.07, 0.25, 0.32, -0.10, -0.13, -0.16, 0.07, 0.31, -0.37, -0.14, -0.07, 0.27, 0.29, -0.35, -0.13, -0.10, 0.34, 0.25, 0.62, -0.16, -0.18, 0.09, -0.37, -0.37, -0.11, -0.14, 0.31, 0.34, 0.01, -0.15, -0.15, 0.03, 0.26, -0.23, -0.17, -0.09, 0.14, 0.34, -0.27, -0.14, -0.12, 0.27, 0.28, -0.20, -0.15, -0.16, 0.29, 0.22, -0.35, 0.00, -0.16, 0.21, 0.33, -0.27, -0.14, -0.13, 0.26, 0.29, 0.21, -0.17, -0.16, 0.36, -0.20], "molar_mass_g_mol": 1977.0, "total_energy_ha": -20117.41885, "orbital_gap_ha": 0.3427, "spin_multiplicity": 1, "total_charge": 0}



[2]
{"formula": "C36H62O14", "method": "ωB97M-V/def2-TZVPD", "species": ["O", "C", "C", "C", "C", "O", "H", "H", "H", "H", "H", "H", "O", "C", "C", "C", "C", "O", "H", "H", "H", "H", "H", "H", "O", "C", "C", "C", "C", "O", "H", "H", "H", "H", "H", "H", "O", "C", "C", "C", "C", "O", "H", "H", "H", "H", "H", "H", "O", "C", "C", "C", "C", "O", "H", "H", "H", "H", "H", "H", "C", "C", "C", "O", "C", "H", "H", "H", "H", "H", "H", "H", "H", "C", "C", "C", "O", "C", "H", "H", "H", "H", "H", "H", "H", "H", "C", "C", "C", "O", "C", "H", "H", "H", "H", "H", "H", "H", "H", "C", "C", "C", "O", "C", "H", "H", "H", "H", "H", "H", "H", "H"], "positions_angstrom": [[0.523, 3.274, -10.288], [-0.317, 3.458, -9.381], [-1.347, 4.546, -9.316], [-2.318, 3.947, -8.325], [-1.531, 2.944, -7.514], [-0.477, 2.572, -8.372], [-0.958, 5.507, -8.980], [-1.750, 4.790, -10.299], [-2.728, 4.689, -7.640], [-3.090, 3.495, -8.948], [-1.067, 3.509, -6.706], [-2.214, 2.131, -7.268], [3.640, -3.592, 4.979], [3.836, -4.461, 5.811], [2.968, -4.911, 6.951], [3.667, -6.220, 7.374], [5.101, -6.117, 6.802], [4.981, -5.173, 5.724], [3.004, -4.195, 7.772], [1.935, -5.033, 6.625], [3.771, -6.264, 8.458], [3.181, -7.156, 7.098], [5.789, -5.701, 7.539], [5.462, -7.127, 6.607], [-1.675, -2.549, 4.128], [-1.990, -1.407, 4.500], [-1.225, -0.510, 5.422], [-1.961, 0.851, 5.217], [-3.369, 0.436, 4.797], [-3.168, -0.868, 4.209], [-1.340, -0.794, 6.468], [-0.176, -0.480, 5.127], [-1.929, 1.336, 6.192], [-1.316, 1.517, 4.644], [-4.059, 0.305, 5.631], [-3.819, 1.178, 4.138], [-1.423, -1.048, -3.213], [-0.562, -0.597, -2.416], [-0.049, -1.250, -1.169], [1.259, -0.588, -1.020], [1.125, 0.739, -1.739], [0.005, 0.588, -2.603], [-0.787, -1.135, -0.375], [0.055, -2.321, -1.344], [1.573, -0.477, 0.018], [2.046, -1.166, -1.505], [1.082, 1.573, -1.038], [2.002, 0.903, -2.365], [-7.545, -5.010, 1.452], [-6.590, -5.075, 0.688], [-5.299, -5.813, 0.943], [-4.384, -5.027, 0.070], [-5.282, -4.581, -1.104], [-6.508, -4.372, -0.436], [-4.850, -5.857, 1.935], [-5.367, -6.877, 0.718], [-4.085, -4.065, 0.485], [-3.519, -5.559, -0.326], [-4.937, -3.743, -1.709], [-5.312, -5.326, -1.899], [5.716, -5.322, -0.791], [5.640, -5.837, -2.266], [4.846, -7.139, -2.103], [3.877, -6.842, -1.095], [4.417, -5.909, -0.136], [5.843, -4.240, -0.757], [6.595, -5.749, -0.309], [6.636, -6.019, -2.668], [5.022, -5.138, -2.830], [5.469, -8.009, -1.895], [4.284, -7.369, -3.008], [4.702, -6.355, 0.817], [3.698, -5.124, 0.099], [2.325, 6.385, -4.043], [1.069, 6.595, -3.148], [0.137, 7.469, -3.873], [0.483, 7.297, -5.197], [1.927, 7.089, -5.361], [2.387, 5.319, -4.261], [3.282, 6.683, -3.613], [1.311, 6.974, -2.155], [0.619, 5.610, -3.026], [0.182, 8.527, -3.616], [-0.883, 7.084, -3.858], [2.431, 8.041, -5.528], [2.163, 6.449, -6.211], [-7.273, 1.210, 0.473], [-6.200, 1.063, -0.594], [-5.805, 2.449, -0.967], [-6.029, 3.191, 0.223], [-7.244, 2.692, 0.738], [-7.006, 0.714, 1.406], [-8.259, 0.895, 0.133], [-6.498, 0.588, -1.529], [-5.351, 0.572, -0.118], [-6.348, 2.959, -1.763], [-4.733, 2.532, -1.148], [-8.067, 3.227, 0.265], [-7.319, 2.879, 1.809], [3.315, 3.646, 4.222], [3.677, 4.954, 3.542], [5.178, 4.854, 3.444], [5.620, 3.889, 4.378], [4.639, 2.852, 4.425], [2.633, 3.052, 3.614], [2.810, 3.690, 5.187], [3.433, 5.812, 4.169], [3.258, 5.119, 2.550], [5.707, 5.762, 3.734], [5.497, 4.709, 2.412], [4.713, 2.278, 5.348], [4.794, 2.095, 3.656]], "mulliken_charge": [-0.63, 0.53, -0.34, -0.54, -0.31, -0.32, 0.20, 0.27, 0.32, 0.27, 0.25, 0.30, -0.61, 0.48, -0.27, -0.52, -0.37, -0.36, 0.24, 0.26, 0.28, 0.29, 0.25, 0.32, -0.65, 0.48, -0.30, -0.52, -0.31, -0.34, 0.23, 0.29, 0.29, 0.29, 0.25, 0.28, -0.66, 0.45, -0.22, -0.43, -0.37, -0.28, 0.20, 0.23, 0.32, 0.22, 0.28, 0.26, -0.61, 0.56, -0.36, -0.44, -0.47, -0.34, 0.27, 0.26, 0.20, 0.34, 0.34, 0.24, -0.60, -0.48, -0.44, -0.41, -0.31, 0.34, 0.27, 0.31, 0.27, 0.28, 0.28, 0.22, 0.26, -0.43, -0.36, -0.38, -0.41, -0.42, 0.15, 0.35, 0.32, 0.12, 0.26, 0.25, 0.25, 0.30, -0.44, -0.29, -0.46, -0.40, -0.48, 0.21, 0.28, 0.33, 0.15, 0.31, 0.21, 0.28, 0.30, -0.40, -0.37, -0.44, -0.40, -0.45, 0.23, 0.26, 0.19, 0.29, 0.29, 0.26, 0.31, 0.25], "smiles": "O=C1CCCO1.O=C1CCCO1.O=C1CCCO1.O=C1CCCO1.O=C1CCCO1.C1CCOC1.C1CCOC1.C1CCOC1.C1CCOC1", "molar_mass_g_mol": 718.9, "total_energy_ha": -2462.14908, "orbital_gap_ha": 0.3527, "spin_multiplicity": 1, "total_charge": 0}